Record 1
Density functional theory data (ωB97M-V with the def2-TZVPD basis set) for a structure of composition C23H13N7O3OsS2.

LUMO level (spin up / spin down) = -7.494 / -9.082 eV
HOMO energy (spin up / spin down) = -14.78 / -14.77 eV
Energy = -64756.8803 eV
<S²> = 6.0219
Molecular weight = 689.8 u
Max |F| = 0.0080 Eh/bohr
Gap between HOMO and LUMO (spin up / spin down) = 0.268 / 0.209 Eh

```
! wB97M-V def2-TZVPD RIJCOSX def2/J DEFGRID3
* xyz 2 5
N -0.584 -0.302 -1.740
H -1.281 0.655 5.260
H 1.143 0.578 5.896
H -4.106 -0.805 2.243
C -0.493 0.745 -2.269
C -0.156 2.576 -0.962
C 1.346 -0.129 2.594
H 0.023 4.525 -1.515
C 3.946 -1.054 -0.552
C 0.819 0.394 4.880
H -5.220 0.133 -2.489
H 0.093 4.214 0.193
N 0.024 -0.101 2.273
C -0.514 0.435 4.531
C -5.468 0.156 0.900
C -5.794 0.407 -0.430
S 5.355 0.015 5.102
C -0.461 2.959 -3.434
C 4.112 -0.286 3.120
C 3.195 0.024 4.154
C -3.816 -0.760 -1.154
O -7.307 2.130 0.088
O -7.695 1.061 -1.813
C -3.496 -0.989 0.181
H 2.101 -1.087 -1.681
N -0.564 3.666 -4.334
C -0.353 2.095 -2.318
C 1.773 0.105 3.899
N 0.019 3.865 -0.750
H -6.120 0.533 1.676
C -4.329 -0.560 1.213
C -7.009 1.269 -0.684
H -3.174 -1.122 -1.946
S -2.008 -1.892 0.579
H -7.455 0.236 -2.253
C -4.977 -0.064 -1.452
H 4.563 -1.310 -1.402
N 5.368 -0.331 3.534
C 3.656 -0.524 1.768
C 4.496 -0.845 0.694
H 5.562 -0.929 0.861
C -0.879 0.175 3.219
Os -0.452 -0.344 0.264
N 3.777 0.210 5.329
H -1.915 0.185 2.911
C 2.570 -0.932 -0.718
N 1.768 -0.625 0.298
O -0.172 1.775 0.046
C 2.287 -0.430 1.530
*
```

Record 2
Density functional theory data (ωB97M-V with the def2-TZVPD basis set) for a structure of composition C23H14BaCl5F12N2O2.

LUMO level = 1.839 eV
HOMO energy = -3.49 eV
Energy = -127074.5069 eV
Molecular weight = 892.9 u
Max |F| = 0.0131 Eh/bohr
Gap between HOMO and LUMO = 0.196 Eh

```
! wB97M-V def2-TZVPD RIJCOSX def2/J DEFGRID3
* xyz -1 1
C -2.069 2.143 3.402
C 2.312 5.813 1.074
H -1.486 3.113 0.758
C 0.892 1.443 -2.477
C -2.960 0.202 2.286
H 0.996 2.520 -2.522
C -4.314 1.455 3.913
O 2.212 -0.027 1.842
H 2.907 6.073 1.952
H -4.966 -0.258 2.896
F 4.344 0.191 3.453
C -3.241 2.331 4.087
H -1.248 2.824 3.579
N 0.326 -2.024 -2.479
O -1.890 -1.186 0.508
F -5.412 -0.865 0.873
C -0.594 -2.697 -2.606
Cl -3.095 -2.550 -3.398
C 1.518 0.558 4.094
Cl -1.321 -4.751 -4.071
F 0.883 -0.623 3.975
C -2.963 -1.000 1.303
F -3.149 -3.429 1.358
H -3.322 3.160 4.784
H -5.518 1.164 5.687
C -3.091 -2.322 2.127
H -5.862 2.656 4.817
H 3.160 3.582 2.247
H -6.421 1.109 4.172
H -0.276 5.223 0.375
C 2.138 3.451 1.922
H 0.908 0.990 -3.460
Cl 2.253 0.801 -1.535
C 2.196 0.998 2.719
F 3.916 2.250 3.959
C 3.699 1.290 3.028
C -0.456 3.215 1.081
F -4.065 0.298 -0.356
C -1.771 -3.555 -2.825
C -4.133 0.416 3.023
C -4.175 -0.855 0.322
F 4.348 1.683 1.913
Ba 0.435 -1.067 0.715
Cl -0.652 1.062 -1.703
C -5.597 1.604 4.688
F 2.411 0.379 5.099
N -0.608 0.944 1.905
H 3.000 5.721 0.229
C -1.858 1.086 2.475
F -4.139 -2.416 2.967
F -1.968 -2.452 2.875
Cl -2.179 -4.367 -1.322
F 0.636 1.449 4.565
C 0.223 4.397 0.874
C 1.540 4.539 1.301
C 1.482 2.241 2.137
H 1.638 6.645 0.865
C 0.128 2.114 1.732
F -4.193 -1.844 -0.598
*
```

Record 3
Density functional theory data (ωB97M-V with the def2-TZVPD basis set) for a structure of composition C23H14Br2F4HgNP.

LUMO level (spin up / spin down) = -2.514 / -5.677 eV
HOMO energy (spin up / spin down) = -11.07 / -11.62 eV
Energy = -189979.6128 eV
<S²> = 0.7588
Molecular weight = 771.7 u
Max |F| = 0.0149 Eh/bohr
Gap between HOMO and LUMO (spin up / spin down) = 0.314 / 0.219 Eh

```
! wB97M-V def2-TZVPD RIJCOSX def2/J DEFGRID3
* xyz 1 2
C 2.052 0.209 4.118
Hg -1.795 -0.953 1.702
C 1.434 -0.095 2.918
F -2.063 4.303 -1.789
C 1.414 -0.863 -1.920
H -6.367 -4.221 -1.438
C -4.326 -3.584 -1.350
H 2.171 -1.664 -3.753
F 2.689 1.812 -1.108
H -3.964 -4.265 -2.104
C 1.499 2.377 -1.290
C 2.700 -1.358 0.065
H 1.028 -1.089 2.760
C 0.375 1.869 -0.638
C -0.909 3.673 -1.628
C 3.587 -2.089 -0.707
H -5.395 -1.075 1.315
C -0.835 2.547 -0.823
C 1.632 -0.707 -0.550
H 4.432 -2.573 -0.236
H 1.763 2.911 1.365
H -7.117 -2.546 0.263
C 2.553 1.487 4.331
H 0.550 -0.406 -2.389
F 0.160 5.229 -3.026
C 2.452 2.446 3.337
C 1.334 0.870 1.913
Br -1.636 -2.634 -1.194
C 0.223 4.153 -2.269
N -3.840 -1.852 0.226
C -5.662 -3.541 -0.980
C 1.836 2.148 2.129
H 3.008 1.732 5.281
H 2.865 -1.263 1.129
H 2.855 3.438 3.492
P 0.504 0.357 0.387
H 4.106 -2.761 -2.675
C -3.472 -2.701 -0.715
C -5.129 -1.802 0.559
Br -2.432 1.987 0.008
H 2.136 -0.549 4.885
C -6.079 -2.623 -0.027
C 1.432 3.496 -2.101
F 2.516 3.949 -2.707
C 2.315 -1.582 -2.685
C 3.405 -2.193 -2.079
*
```

Record 4
Density functional theory data (ωB97M-V with the def2-TZVPD basis set) for a structure of composition C23H14Cl2N2O3Rh.

LUMO level (spin up / spin down) = -2.991 / -5.819 eV
HOMO energy (spin up / spin down) = -8.26 / -10.83 eV
Energy = -61245.0850 eV
<S²> = 6.0684
Molecular weight = 540.2 u
Max |F| = 0.0366 Eh/bohr
Gap between HOMO and LUMO (spin up / spin down) = 0.193 / 0.184 Eh

```
! wB97M-V def2-TZVPD RIJCOSX def2/J DEFGRID3
* xyz 1 5
H 0.214 -2.787 -5.694
C -1.270 2.668 3.617
O -0.335 1.942 3.698
H 3.839 -0.781 5.062
C 2.451 -0.380 3.490
H 2.750 -3.269 -2.281
H -3.166 4.235 3.669
Cl -5.294 5.271 2.129
H 4.457 -2.964 1.391
N -0.682 -0.331 -1.914
H -1.716 -1.164 -5.553
H -2.233 0.937 -1.876
Cl 5.589 -2.702 3.957
C 3.528 -0.996 4.046
C -3.139 3.768 2.684
C 0.041 -1.249 -2.645
H -1.564 3.299 4.481
Rh 0.080 -0.076 -0.022
C 1.537 -3.100 -4.048
H -3.174 2.206 -0.839
H -2.985 0.485 -4.187
C -1.706 0.236 -2.480
O -1.283 1.353 0.685
C -1.424 -0.932 -4.532
C -2.119 -0.031 -3.789
C -0.305 -1.578 -3.972
H 1.867 0.345 4.044
C 4.236 -1.922 3.274
H -4.855 3.830 -0.272
C 1.162 -1.859 -2.003
C 3.874 -2.237 1.950
C 1.890 -2.775 -2.719
C 2.787 -1.629 1.359
C 2.429 -1.956 0.016
C 2.052 -0.667 2.161
C -4.101 3.544 0.455
H 3.058 -2.689 -0.474
O 1.041 -0.062 1.700
H 2.138 -3.831 -4.584
C -3.150 2.629 0.144
N 1.399 -1.445 -0.685
C -4.108 4.126 1.732
C 0.474 -2.528 -4.671
C -2.168 2.859 2.421
C -2.115 2.208 1.076
*
```

What did the first record say?
Density functional theory data (ωB97M-V with the def2-TZVPD basis set) for a structure of composition C23H13N7O3OsS2.

LUMO level (spin up / spin down) = -7.494 / -9.082 eV
HOMO energy (spin up / spin down) = -14.78 / -14.77 eV
Energy = -64756.8803 eV
<S²> = 6.0219
Molecular weight = 689.8 u
Max |F| = 0.0080 Eh/bohr
Gap between HOMO and LUMO (spin up / spin down) = 0.268 / 0.209 Eh

```
! wB97M-V def2-TZVPD RIJCOSX def2/J DEFGRID3
* xyz 2 5
N -0.584 -0.302 -1.740
H -1.281 0.655 5.260
H 1.143 0.578 5.896
H -4.106 -0.805 2.243
C -0.493 0.745 -2.269
C -0.156 2.576 -0.962
C 1.346 -0.129 2.594
H 0.023 4.525 -1.515
C 3.946 -1.054 -0.552
C 0.819 0.394 4.880
H -5.220 0.133 -2.489
H 0.093 4.214 0.193
N 0.024 -0.101 2.273
C -0.514 0.435 4.531
C -5.468 0.156 0.900
C -5.794 0.407 -0.430
S 5.355 0.015 5.102
C -0.461 2.959 -3.434
C 4.112 -0.286 3.120
C 3.195 0.024 4.154
C -3.816 -0.760 -1.154
O -7.307 2.130 0.088
O -7.695 1.061 -1.813
C -3.496 -0.989 0.181
H 2.101 -1.087 -1.681
N -0.564 3.666 -4.334
C -0.353 2.095 -2.318
C 1.773 0.105 3.899
N 0.019 3.865 -0.750
H -6.120 0.533 1.676
C -4.329 -0.560 1.213
C -7.009 1.269 -0.684
H -3.174 -1.122 -1.946
S -2.008 -1.892 0.579
H -7.455 0.236 -2.253
C -4.977 -0.064 -1.452
H 4.563 -1.310 -1.402
N 5.368 -0.331 3.534
C 3.656 -0.524 1.768
C 4.496 -0.845 0.694
H 5.562 -0.929 0.861
C -0.879 0.175 3.219
Os -0.452 -0.344 0.264
N 3.777 0.210 5.329
H -1.915 0.185 2.911
C 2.570 -0.932 -0.718
N 1.768 -0.625 0.298
O -0.172 1.775 0.046
C 2.287 -0.430 1.530
*
```

> What is the max |F| in the second record?

0.0131 Eh/bohr

> Number 1 is which compound?

C23H13N7O3OsS2